Record 1
{"formula": "C3H10BrClGaNP", "method": "ωB97M-V with the def2-TZVPD basis set", "symbols": ["H", "N", "H", "H", "H", "C", "H", "C", "H", "H", "H", "Br", "H", "C", "H", "P", "Cl", "Ga"], "coordinates": [[-1.385543, 0.646122, 1.749848], [-2.411780, 1.959201, -0.148254], [-1.921698, -1.042101, -2.280150], [-3.330021, 2.354115, 0.023483], [2.845795, 0.967588, 1.356518], [1.458261, -0.433417, 0.424757], [0.709279, -0.398024, 1.221575], [0.754144, -0.686284, -0.915323], [-3.310697, -0.006096, 1.221481], [0.889809, 0.176012, -1.567729], [1.605377, 1.725692, 0.352054], [1.711963, -2.093998, -1.920651], [2.961371, 0.884609, -0.406734], [2.265607, 0.859779, 0.436814], [2.110512, -1.273793, 0.666917], [-2.181914, 0.549726, 0.567506], [-1.550644, -3.099370, 0.093509], [-1.219813, -1.089768, -0.875622]], "atomic_forces_ev_per_a": [[0.0, -0.1, 0.1], [-0.2, -0.1, -0.1], [-0.1, 0.0, 0.0], [0.2, 0.1, 0.1], [0.0, 0.0, 0.0], [-0.1, -0.1, 0.0], [0.0, 0.0, 0.0], [0.0, 0.1, 0.1], [-0.1, -0.1, 0.0], [0.0, 0.1, 0.0], [0.0, 0.0, 0.0], [0.1, -0.1, -0.1], [0.0, 0.0, 0.0], [0.0, 0.0, -0.1], [-0.1, 0.0, 0.0], [0.1, 0.2, -0.1], [0.0, 0.1, 0.1], [0.1, -0.1, -0.1]], "mulliken_charge": [0.035, -0.724, -0.252, 0.166, 0.364, -0.393, 0.196, -0.388, 0.037, 0.460, 0.315, -0.262, 0.312, -1.251, 0.397, 0.142, -0.481, 0.327], "homo_ev": -4.3, "total_energy_ha": -5475.480610, "gap_ev": 7.506, "charge": -1, "relative_energy_kcal_mol": 0.0, "spin_multiplicity": 1}

***

Record 2
{"formula": "C15H15F3N2O", "method": "ωB97M-V with the def2-TZVPD basis set", "symbols": ["C", "H", "C", "N", "C", "C", "H", "H", "H", "C", "C", "C", "F", "C", "C", "H", "H", "F", "O", "C", "H", "C", "F", "C", "H", "H", "C", "C", "N", "H", "C", "H", "H", "H", "H", "H"], "coordinates": [[3.340562, 0.271321, -1.326952], [0.853663, -2.047035, -1.378809], [2.633701, 1.373982, -0.859020], [-1.252095, -0.476956, 1.436436], [-1.743413, -1.181751, 4.123002], [0.635963, 0.016706, -0.770138], [-2.360302, 1.879044, -2.507156], [-1.688130, 1.467484, 1.945479], [3.138234, 2.319064, -0.713640], [1.273292, 1.270388, -0.599709], [4.799672, 0.434524, -1.633035], [-1.792825, 0.153300, 3.689238], [5.003967, 0.924955, -2.900002], [-1.413083, 1.617435, -2.029681], [-0.781241, -0.229931, -0.579244], [-1.864206, -1.453275, 5.173193], [-0.673574, 1.298176, -2.785169], [5.407248, 1.308530, -0.774722], [-1.548477, -2.701685, 0.851058], [-1.581678, -2.167571, 3.179581], [-1.027581, 2.513829, -1.524303], [1.374015, -1.087832, -1.257374], [5.473629, -0.749043, -1.549069], [-1.444656, -1.827879, 1.761062], [-3.282808, -0.839289, -1.452361], [3.273387, -1.776370, -1.999916], [-3.118715, 0.135027, -0.956223], [2.717349, -0.947879, -1.568845], [-1.711726, 0.546176, -1.077018], [-1.072990, -1.309860, -0.473742], [-1.586001, 0.446453, 2.337170], [-1.982909, 0.972893, 4.374939], [-3.718748, 0.923490, -1.411870], [-1.624641, -3.240808, 3.383952], [0.713415, 2.133809, -0.232094], [-3.368292, 0.030577, 0.104966]], "atomic_forces_ev_per_a": [[0.0, 0.0, -0.2], [0.3, 0.4, 0.0], [-0.4, 0.0, 0.0], [-0.4, -0.8, -0.1], [0.1, -0.7, -0.6], [1.4, 0.2, -0.3], [0.4, 0.0, -0.1], [0.3, -0.2, 0.3], [0.1, 0.0, 0.0], [-0.2, -0.8, 0.1], [1.0, 0.1, -0.2], [0.0, 1.1, -0.8], [-0.1, -0.4, 1.0], [0.1, 0.5, 0.2], [-1.2, -2.8, 1.2], [0.0, 0.2, -0.3], [-0.4, 0.1, 0.3], [-0.4, -0.7, -0.7], [0.5, 1.1, 0.7], [0.0, 0.2, -0.5], [-0.2, -0.2, -0.2], [-0.6, 0.4, 0.3], [-0.5, 1.0, -0.1], [-0.2, -0.6, -0.3], [0.0, 0.5, 0.2], [-0.1, 0.1, 0.2], [0.4, -0.3, -0.1], [0.0, 0.0, 0.0], [-0.9, 1.0, -0.9], [0.5, 0.9, -0.4], [0.3, 0.0, 1.2], [-0.1, -0.2, -0.1], [-0.1, -0.3, 0.1], [0.1, 0.5, 0.1], [0.2, -0.3, -0.1], [0.0, 0.0, -0.2]], "mulliken_charge": [0.290, 0.405, -1.046, -0.130, -0.037, 0.595, 0.334, 0.331, 0.415, -0.061, 0.909, -0.776, -0.249, -0.935, -0.468, 0.367, 0.370, -0.261, -0.761, -0.772, 0.288, -0.480, -0.264, 0.462, 0.268, 0.403, -0.834, -0.867, 0.235, 0.551, -0.104, 0.354, 0.352, 0.378, 0.469, 0.266], "homo_ev": -7.3, "total_energy_ha": -1064.894630, "gap_ev": 6.928, "charge": 0, "relative_energy_kcal_mol": 35.9, "spin_multiplicity": 1}

***

Record 3
{"formula": "C21H28NPPb", "method": "ωB97M-V with the def2-TZVPD basis set", "symbols": ["H", "C", "H", "P", "C", "H", "C", "Pb", "H", "C", "C", "H", "C", "H", "C", "C", "C", "H", "H", "H", "H", "C", "H", "C", "H", "C", "C", "C", "H", "H", "C", "H", "H", "H", "H", "C", "C", "C", "C", "H", "H", "H", "H", "C", "H", "H", "N", "H", "C", "H", "H", "H"], "coordinates": [[-3.092638, -1.201956, -3.373233], [4.398025, 4.760796, -1.110427], [4.962550, 1.649153, 1.171036], [-1.985553, 0.029463, 2.203332], [-2.636393, 0.787202, 3.741664], [1.297822, -0.880037, -1.253839], [-1.608530, -3.781267, 1.346778], [1.206519, -0.385331, 1.944664], [4.227460, 5.640750, -1.732315], [3.444882, 3.741644, -1.081264], [-0.414679, -3.763941, -0.744662], [0.350684, -0.826789, -3.511112], [1.790032, 0.757191, 0.164076], [-1.126495, 1.544152, 0.517799], [-3.594083, -0.369375, 1.412086], [-0.214590, -1.393336, -2.751000], [5.772463, 3.535117, 0.478031], [-3.479705, -1.182866, 0.688971], [-0.927588, -1.641015, 3.629894], [-3.313863, -0.445053, -1.767892], [-1.946620, 1.295606, -1.711293], [-0.167928, -1.905075, 0.770600], [-3.919196, 0.532333, 0.881745], [-1.110654, -2.498985, 1.619329], [-0.400736, 1.357192, 0.506580], [-1.172136, 0.845690, -2.348315], [0.062965, -2.467823, -0.483326], [3.632242, 2.617958, -0.241054], [1.505369, -2.444215, -2.065669], [-3.048887, 1.766514, 3.462749], [-1.647757, -1.716938, 2.797527], [-4.330974, -0.657921, 2.172287], [-2.665114, -2.116789, -1.895138], [2.534383, 3.810555, -1.680957], [-1.809442, 0.945667, 4.445176], [-2.662009, -1.113533, -2.354208], [5.565984, 4.656726, -0.338707], [2.625397, 1.642996, -0.092081], [4.820298, 2.523413, 0.529115], [-3.415667, 0.152245, 4.183780], [-0.178620, 1.108396, -1.951299], [-2.279650, -4.257294, 2.065592], [6.313722, 5.452603, -0.368216], [0.766739, -1.771458, -1.604587], [-0.604360, -2.309721, -3.217640], [-1.269999, 1.288202, -3.360347], [-1.333634, -0.579350, -2.373990], [6.679205, 3.446737, 1.084355], [-1.243673, -4.413406, 0.161004], [-2.596967, -2.114439, 3.186851], [-1.624403, -5.407973, -0.066221], [-0.134201, -4.242419, -1.686232]], "atomic_forces_ev_per_a": [[-0.1, 0.0, 0.2], [0.2, -0.3, 0.2], [0.0, 0.3, -0.2], [-0.1, -1.5, 1.4], [0.0, 0.1, 0.0], [-0.2, -0.2, -0.2], [-0.2, 0.5, -0.1], [-1.1, -0.6, -0.5], [0.1, -0.3, 0.1], [0.2, -0.2, 0.4], [-0.3, 0.2, 0.0], [0.1, -0.4, 0.0], [2.0, 2.1, -0.4], [0.6, 0.3, -0.4], [0.1, 0.4, -0.5], [0.0, 0.3, -0.1], [-0.1, 0.1, -0.2], [0.1, 0.2, 0.1], [-0.2, -0.2, -0.1], [0.1, -0.3, -0.2], [0.3, 0.0, -0.1], [0.2, 0.7, 0.4], [-0.3, -0.2, 0.0], [-0.2, -1.0, 0.2], [-0.4, 0.7, -0.6], [0.1, 0.0, -0.4], [0.2, -0.9, 0.0], [1.0, 1.3, -0.3], [0.0, 0.1, 0.1], [0.0, -0.2, 0.3], [0.1, 0.5, 0.3], [0.2, 0.1, -0.1], [-0.1, 0.3, -0.1], [0.3, 0.0, 0.2], [-0.3, 0.0, -0.1], [0.0, -0.2, -0.3], [-0.2, -0.1, 0.0], [-1.7, -2.2, 0.6], [-0.5, 0.0, -0.3], [0.1, 0.3, 0.1], [-0.4, 0.0, -0.1], [0.1, 0.1, -0.3], [-0.3, -0.3, 0.0], [0.3, 0.1, -0.5], [0.2, 0.1, 0.0], [0.0, 0.1, 0.1], [0.0, 0.1, 1.1], [-0.3, 0.1, -0.3], [0.1, -0.2, 0.0], [0.4, -0.2, 0.0], [0.1, 0.1, 0.1], [-0.2, 0.1, 0.2]], "mulliken_charge": [0.288, -0.465, 0.368, 0.639, -1.329, -0.350, -0.838, 0.971, 0.359, -0.501, -0.585, 0.521, -1.168, -0.255, -1.213, -1.353, -0.483, 0.249, 0.434, 0.198, 0.256, -0.141, 0.406, 0.389, 0.119, -0.825, 0.966, 0.210, 0.505, 0.378, -1.579, 0.405, 0.259, 0.395, 0.312, -0.868, -0.360, 0.799, -0.409, 0.368, 0.139, 0.363, 0.362, -0.208, 0.525, 0.282, 0.480, 0.350, -0.635, 0.497, 0.378, 0.394], "homo_ev": -7.3, "total_energy_ha": -1405.760822, "gap_ev": 6.570, "charge": 0, "relative_energy_kcal_mol": 0.0, "spin_multiplicity": 1}

***

Record 4
{"formula": "C35H33BBr2N10O2V", "method": "ωB97M-V with the def2-TZVPD basis set", "symbols": ["C", "H", "H", "N", "H", "C", "N", "C", "C", "C", "C", "H", "H", "H", "H", "N", "H", "H", "Br", "C", "C", "C", "C", "Br", "H", "H", "C", "H", "N", "H", "C", "N", "C", "H", "C", "C", "C", "H", "H", "H", "C", "C", "N", "H", "H", "C", "H", "C", "N", "H", "C", "C", "H", "C", "C", "N", "C", "H", "H", "H", "H", "H", "C", "O", "O", "H", "B", "C", "C", "C", "H", "H", "C", "H", "V", "C", "C", "N", "H", "H", "C", "C", "N", "C"], "coordinates": [[4.073482, 0.710699, 0.878611], [1.642072, -1.063232, -6.123341], [-1.484872, -1.149687, -3.198549], [2.145045, -0.085627, 0.162432], [2.009144, -1.949892, -1.855388], [5.118458, 2.067459, 5.472463], [-0.026468, -0.254290, -1.941332], [2.686016, 1.251438, -3.838974], [4.360617, -0.360028, 0.047619], [0.760572, -0.756426, -4.208208], [-1.400919, 2.714953, -1.860295], [0.898488, -3.849127, 1.416436], [-0.540949, -0.385158, 5.261060], [1.183558, -6.253919, 1.946372], [-2.564981, 1.094230, 1.468327], [1.055712, 2.700648, 0.834688], [-1.464686, 3.586589, -2.508285], [-2.395570, 2.546491, -1.442146], [3.834084, 0.857661, -6.379878], [-0.192079, -4.230192, -0.402702], [-0.343920, -2.825084, -0.688106], [-3.648426, -0.800131, -1.674596], [-1.554990, -1.711258, 2.832611], [0.337888, -8.699993, 0.594926], [1.591712, 4.709349, 1.116398], [-1.248745, -4.913781, -2.161179], [0.738769, 0.895529, 3.997712], [5.930264, 1.515809, 4.999965], [0.877051, 0.973404, 2.675787], [5.555480, 2.879261, 6.050844], [2.625865, 0.510967, -5.024354], [0.208425, 2.033539, -0.026569], [0.066479, 4.232438, -0.423267], [-1.034152, -2.606014, 2.492717], [0.979018, 4.002656, 0.591091], [1.799364, 0.980820, -2.829001], [-0.561469, -6.539214, -0.964767], [4.724988, 1.354804, 1.444988], [-2.332867, -1.486458, 2.103272], [-3.903289, -1.334453, -2.581305], [-4.630295, -0.258307, -0.848580], [-0.717839, -5.201772, -1.263924], [2.755078, 0.860937, 0.952796], [1.834520, 1.551992, -1.911515], [3.736804, -2.248661, -1.843000], [-2.335184, -0.614753, -1.318983], [4.100171, 4.813985, 4.774633], [2.875149, -2.053074, -1.206501], [0.047202, 0.071861, 2.070357], [2.308305, 4.702930, 2.797269], [-0.602443, -0.579848, 3.057724], [-1.176148, -1.101749, -2.163197], [-0.210893, 5.181274, -0.852422], [0.123306, -6.899242, 0.193392], [-0.394762, 2.986567, -0.788916], [-1.980484, 0.050784, -0.204904], [-4.262336, 0.439767, 0.288374], [-5.002127, 0.878525, 0.943097], [0.055763, -1.561609, -4.357007], [-1.136221, 1.859737, -2.477986], [5.333649, -0.750781, -0.201954], [1.335664, 1.517645, 4.645622], [0.652694, -5.943436, 1.057132], [0.003263, -1.937038, 0.136514], [-0.869396, -2.509507, -1.850074], [-2.047372, -1.951541, 3.772524], [1.894650, 1.831062, 1.849437], [-0.203983, -0.072065, 4.286561], [3.775110, 3.939253, 4.235289], [3.132133, -0.843949, -0.368234], [2.727430, -2.932754, -0.577033], [-5.676042, -0.373817, -1.103586], [0.491137, -4.606766, 0.759437], [-0.961343, -7.304011, -1.615790], [0.104621, -0.005221, 0.012336], [1.663537, -0.494970, -5.203672], [-2.917964, 0.572214, 0.587996], [3.549434, 1.784820, 3.607732], [4.617094, 1.393903, 6.166698], [3.426585, 2.030924, -3.724266], [2.872711, 3.891881, 3.215788], [0.816405, -0.026251, -2.991448], [2.757360, 2.591981, 2.809079], [4.157488, 2.600804, 4.446827]], "atomic_forces_ev_per_a": [[0.0, 0.1, 0.1], [0.0, 0.0, 0.0], [0.0, 0.0, -0.2], [-0.4, 0.3, 0.3], [0.0, 0.1, 0.0], [-0.1, 0.1, -0.1], [-1.1, -0.6, 2.2], [0.1, -0.2, -0.6], [0.0, -0.1, 0.0], [0.0, 0.3, 0.9], [0.0, 0.0, 0.0], [0.0, 0.0, 0.0], [0.0, 0.0, -0.1], [0.0, 0.0, 0.0], [0.0, 0.0, 0.0], [-0.1, -0.6, 0.1], [0.0, 0.0, 0.0], [0.0, 0.0, 0.0], [0.4, 0.1, -0.4], [0.0, 0.0, -0.1], [0.0, 0.5, 0.1], [-0.1, 0.0, 0.0], [0.0, 0.0, 0.0], [0.0, -0.3, 0.1], [0.0, 0.0, 0.0], [0.0, 0.0, 0.0], [0.1, 0.1, 0.0], [0.0, 0.0, 0.0], [0.1, 0.0, -0.6], [0.0, 0.0, 0.0], [-0.5, -0.2, 0.4], [0.0, 0.3, 0.3], [0.1, 0.2, 0.0], [0.1, 0.0, 0.0], [0.1, 0.1, 0.0], [-0.6, -0.5, 0.0], [0.0, 0.1, 0.0], [0.0, 0.0, 0.0], [0.0, 0.0, 0.0], [0.0, 0.0, 0.0], [-0.1, 0.0, -0.1], [0.0, -0.1, 0.0], [-0.5, 0.1, 0.1], [0.0, 0.0, 0.0], [0.0, 0.0, 0.0], [0.2, 0.0, 0.1], [0.0, -0.1, 0.0], [0.1, 0.0, -0.1], [0.0, 0.0, 0.0], [0.0, 0.0, 0.0], [-0.2, -0.2, 0.0], [0.3, 0.3, 0.5], [0.0, -0.1, 0.0], [0.0, 0.1, 0.0], [-0.2, -0.4, -0.2], [0.0, -0.2, -0.1], [0.0, 0.0, 0.1], [0.0, 0.0, 0.0], [0.0, 0.0, 0.0], [0.1, 0.0, 0.0], [-0.1, 0.0, 0.0], [-0.1, 0.0, 0.0], [0.0, 0.1, 0.0], [-0.3, -0.9, 0.2], [-0.2, 0.0, -0.1], [0.0, 0.0, 0.0], [-0.1, 0.1, -0.1], [-0.1, -0.1, 0.1], [-0.1, 0.2, 0.1], [-0.1, -0.2, -0.2], [0.0, 0.0, 0.1], [0.0, 0.0, 0.0], [0.0, -0.1, 0.0], [0.0, 0.0, 0.0], [1.0, 0.7, -1.5], [0.6, 0.5, -0.1], [0.1, -0.1, -0.1], [-0.1, 0.5, -0.4], [0.0, 0.0, 0.0], [0.0, 0.0, 0.0], [0.0, -0.2, -0.1], [1.0, 0.4, -1.1], [0.1, -0.1, 0.1], [0.4, -0.4, 0.4]], "mulliken_charge": [0.225, 0.480, 1.278, 0.927, 0.082, -1.221, 1.354, -0.962, -1.813, -0.548, -1.128, 0.521, 0.546, 0.477, 0.495, 0.544, 0.455, 0.186, -0.109, 0.360, 1.083, -0.641, -1.026, -0.087, 0.517, 0.468, 0.126, 0.293, 0.666, 0.382, -0.090, 0.431, -1.978, 0.040, 0.420, 0.255, -0.706, 0.619, 0.148, 0.618, -0.902, -0.502, 0.609, 0.206, 0.477, -0.123, 0.484, -1.111, 0.288, 0.438, 0.335, -1.671, 0.547, -0.011, 0.503, 1.381, -1.088, 0.551, 0.424, 0.087, 0.578, 0.509, -0.908, -0.164, -0.218, 0.453, -0.030, -1.631, -1.236, 0.409, 0.156, 0.513, -0.143, 0.464, -0.640, -0.923, -0.382, -1.236, 0.291, 0.506, -0.012, 0.115, 0.290, 0.637], "homo_ev": [-13.1, -12.9], "s_squared": 0.805, "total_energy_ha": -8168.188238, "gap_ev": [5.517, 5.391], "charge": 2, "relative_energy_kcal_mol": 5.6, "spin_multiplicity": 2}